Computed, not measured: a 2-piece molecular cluster, C20H18BrN4O4S overall, with the ωB97M-V functional and the def2-TZVPD basis.

Kohn-Sham gap = 3.93 eV
highest occupied orbital energy = -0.10209 hartree
total charge = -1
E = -116057.619 eV
largest force on an atom = 3.77 eV/Å

Each line ends with the Mulliken charge.
Atoms and positions in Å:
C  2.22230  0.18957  3.70524  -0.149
C  2.53635  -1.24271  3.70583  0.331
N  3.34709  -1.82300  4.64767  -0.857
C  3.37413  -3.14746  4.36273  0.642
C  4.19482  -4.13773  5.10940  -1.000
C  2.53397  -3.36396  3.20714  -0.535
N  2.04712  -2.16408  2.79796  -0.507
H  1.70334  0.41863  2.77171  -0.348
H  1.54896  0.42135  4.54019  0.220
H  3.11373  0.82562  3.79503  0.244
H  4.24436  -5.07945  4.54203  0.252
H  5.20893  -3.73251  5.23313  0.245
H  3.81540  -4.33141  6.12823  0.197
H  2.34606  -4.34191  2.76470  0.345
C  2.95281  3.05946  -0.17239  -1.485
C  2.10235  1.98837  -0.78916  0.785
C  2.15377  1.75589  -2.16632  -0.504
C  1.36070  0.77779  -2.75912  -0.537
C  0.50576  0.02970  -1.94602  0.410
S  -0.64630  -1.09788  -2.67468  1.213
O  -0.72367  -0.86725  -4.09106  -0.626
O  -0.57043  -2.40322  -2.08339  -0.695
N  -2.10587  -0.45004  -2.00530  0.191
C  -2.83645  0.63756  -2.53470  0.138
C  -2.43040  1.60452  -3.45000  -0.699
C  -3.24601  2.72788  -3.62921  -0.662
C  -4.48389  2.81933  -2.96217  -0.438
C  -4.89529  1.81402  -2.06616  -0.047
Br  -6.49606  2.05526  -1.08315  -0.163
C  -4.07447  0.70377  -1.84690  0.494
C  -4.06947  -0.45829  -0.94231  -0.056
N  -5.18878  -1.20287  -0.52533  0.966
O  -6.29714  -0.94894  -1.04706  -0.550
O  -5.02068  -2.14485  0.29111  -0.632
C  -2.80156  -1.02433  -0.97476  -0.216
C  0.49774  0.18970  -0.56230  -0.480
C  1.26192  1.19870  0.00448  -0.717
H  2.80656  3.09637  0.90955  0.349
H  4.01643  2.87954  -0.36863  0.352
H  2.70103  4.04917  -0.56986  0.331
H  2.82037  2.35229  -2.79171  0.368
H  1.37615  0.60126  -3.83144  0.464
H  -1.49626  1.49888  -3.99783  0.410
H  -2.90241  3.54826  -4.26216  0.363
H  -5.11993  3.68936  -3.12097  0.373
H  -2.48559  -1.88412  -0.40513  0.540
H  -0.10868  -0.46063  0.06409  0.461
H  1.20720  1.37439  1.07901  0.222

---

Computed, not measured: a 3-piece molecular cluster, C20H18Cl2F5NO8 overall, with the ωB97M-V functional and the def2-TZVPD basis.

Kohn-Sham gap = 9.61 eV
highest occupied orbital energy = -0.37270 hartree
E = -77535.565 eV
largest force on an atom = 0.87 eV/Å

Each line ends with the Mulliken charge.
Atoms and positions in Å:
C  1.33377  -2.15108  1.72010  -1.891
C  1.25792  -1.11319  0.59690  0.593
Cl  2.08884  -1.83249  -0.81331  -0.178
C  -0.24789  -0.78795  0.33026  -0.347
Cl  -0.87680  -1.19334  -1.29056  -0.124
C  -0.65250  0.62694  0.66972  0.590
C  -1.70916  0.85495  1.55920  0.682
C  -2.51223  -0.27569  2.17811  -1.428
C  -3.40177  -1.05748  1.20976  -0.547
C  -4.33065  -0.17817  0.41098  0.838
F  -3.72318  0.46249  -0.59722  -0.232
F  -4.91893  0.76089  1.17928  -0.285
F  -5.31719  -0.91356  -0.13334  -0.301
C  -2.07402  2.16225  1.91218  -0.836
C  -1.44233  3.27204  1.37845  -1.204
C  -0.43256  3.03510  0.47003  0.171
C  -0.03297  1.74744  0.13148  1.424
C  1.07456  1.91175  -0.87525  -0.327
O  1.98972  1.19218  -1.12936  -0.520
N  0.94399  3.25942  -1.42543  -0.021
C  0.37013  4.00739  -0.32536  -0.241
O  0.61057  5.15603  -0.08420  -0.553
H  0.70256  -2.99918  1.45589  0.431
H  2.34775  -2.53856  1.77352  0.540
H  1.03421  -1.71432  2.67486  0.343
H  1.79943  -0.21004  0.85930  0.417
H  -0.78729  -1.43942  1.01055  0.130
H  -1.81665  -0.95142  2.67874  0.403
H  -3.15461  0.15258  2.94559  0.495
H  -2.85124  -1.68123  0.50646  0.251
H  -4.04612  -1.72595  1.78315  0.501
H  -2.89934  2.31962  2.59489  0.385
H  -1.74059  4.28145  1.62640  0.514
H  0.35602  3.23920  -2.25208  0.323
C  2.63709  5.05050  -3.82114  -0.157
C  1.49517  5.25254  -4.79206  0.310
O  2.02633  6.19222  -5.70153  -0.333
C  3.38554  6.04369  -5.70995  0.570
O  4.10661  6.50379  -6.52553  -0.485
O  3.77442  5.28444  -4.65984  -0.342
F  0.39270  5.77338  -4.19453  -0.283
H  2.61269  5.79059  -3.02035  0.249
H  2.66883  4.05430  -3.39112  0.175
H  1.19946  4.35500  -5.33938  0.300
C  1.11865  -7.88317  2.62120  -0.449
C  -0.08089  -7.05252  2.21596  0.288
O  0.48009  -5.76200  2.07623  -0.252
C  1.80252  -5.90878  1.76006  0.639
O  2.49248  -5.04489  1.34468  -0.427
O  2.19089  -7.18621  1.98226  -0.352
F  -1.03827  -7.02350  3.17351  -0.274
H  1.25888  -7.85844  3.70275  0.279
H  1.07497  -8.91269  2.27842  0.267
H  -0.53964  -7.34692  1.27059  0.281